# 1
Computed, not measured: a molecular structure, C30H36FeNO5Si, with ωB97M-V with the def2-TZVPD basis set.

Last column: Löwdin spin population.
Cartesian coordinates (Å):
H  3.838  -1.507  0.289  0.000
H  4.845  -0.091  0.699  0.000
H  -0.517  0.795  0.915  0.003
C  2.096  2.040  -3.359  0.000
H  -0.894  2.397  -3.586  0.000
Si  -0.857  0.167  -2.475  0.000
C  -1.240  -3.152  3.110  0.180
H  1.790  1.023  -3.627  0.000
O  -4.267  -6.998  1.652  0.016
O  0.496  0.557  -1.573  0.002
H  2.873  2.461  -5.315  0.000
C  0.264  -0.854  2.507  0.351
H  -3.139  4.187  1.409  0.000
C  -2.003  -0.740  -1.320  0.003
H  2.659  2.194  0.318  0.011
C  3.211  0.347  -0.677  0.001
H  3.499  0.525  2.445  0.007
H  1.305  -2.323  1.244  0.018
C  3.213  4.114  -3.948  0.000
H  -0.089  -5.785  4.742  0.002
H  0.932  -0.028  2.697  0.012
H  2.657  -1.011  2.270  0.006
H  -2.962  -0.905  -1.831  0.000
C  -3.973  -5.899  1.742  0.053
H  3.715  4.735  -4.687  0.000
H  -2.214  2.247  -2.400  0.000
H  -1.228  -6.250  3.458  0.010
C  -4.166  -3.634  0.678  0.027
H  2.728  -0.309  -1.403  0.000
C  -1.559  -1.891  3.724  0.291
C  -0.801  1.824  0.658  0.002
C  2.172  1.268  -0.051  0.024
H  3.433  5.542  -2.335  0.000
H  -1.059  -1.316  -4.415  0.000
H  -2.323  1.406  -3.967  0.000
C  2.369  3.783  -1.707  0.001
C  1.826  2.543  -2.084  0.000
Fe  -3.313  -4.318  2.049  1.844
H  1.545  1.378  1.855  0.000
C  -0.822  -0.755  3.354  0.115
H  0.442  -0.370  -4.530  0.000
C  3.822  -0.430  0.493  0.001
C  -2.279  3.719  0.919  0.000
C  0.310  -1.955  1.510  0.100
C  -0.460  3.803  -0.676  0.000
H  -1.025  0.236  3.734  0.001
C  1.062  1.722  -1.006  0.005
H  0.358  -1.766  -3.430  0.000
O  -1.224  -4.229  4.014  0.155
C  -1.637  1.709  -3.162  0.000
C  -0.210  -0.921  -3.840  0.000
C  3.045  4.570  -2.640  0.001
H  -1.604  -1.720  -1.033  0.001
H  -2.203  -0.169  -0.405  0.000
C  -1.558  4.403  -0.040  0.000
O  -5.605  -3.130  3.401  0.010
C  -0.476  -3.168  1.926  0.412
C  -4.737  -3.684  2.857  0.040
H  2.229  4.137  -0.682  0.000
H  -2.340  -1.814  4.463  0.011
C  2.972  -0.117  1.718  0.015
C  -0.051  2.512  -0.289  0.001
H  0.055  4.330  -1.472  0.000
H  -0.134  -1.553  0.579  0.045
H  -1.830  5.425  -0.331  0.000
H  -0.352  -4.094  1.367  0.021
H  3.928  0.989  -1.187  0.000
C  -0.523  -5.476  3.788  0.021
N  1.795  0.633  1.187  0.192
C  -1.924  2.405  1.269  0.000
C  2.741  2.848  -4.305  0.001
H  0.276  -5.410  3.042  0.003
O  -4.413  -3.034  -0.291  -0.016
H  -2.488  1.832  2.000  0.000

Results
Lowest unoccupied orbital energy (alpha / beta) = -3.91 / -7.48 eV
HOMO energy (alpha / beta) = -10.84 / -11.23 eV
Spin multiplicity = 5
Net charge = +1
Electronic energy = -3148.47472 Eh


# 2
Computed, not measured: a molecular structure, C30H37AsCuI2N5O5S, with ωB97M-V with the def2-TZVPD basis set.

Last column: Löwdin spin population.
Cartesian coordinates (Å):
H  -2.104  0.505  -3.668  0.000
C  2.387  -2.316  -0.260  0.019
C  4.856  -2.707  -0.431  0.003
C  -0.484  0.877  4.809  0.012
As  1.909  -0.448  0.261  0.070
Cu  -0.152  0.241  1.608  0.643
C  1.044  -0.699  6.535  -0.003
O  -4.351  0.448  -5.535  0.000
H  6.960  -3.033  -0.659  0.000
C  -2.523  0.237  -0.749  0.000
H  4.336  0.148  0.051  0.002
C  -0.883  -3.975  2.580  0.000
H  1.527  -2.703  -0.809  0.000
H  2.689  -2.161  -2.965  0.000
H  2.779  0.166  -2.033  0.002
H  0.624  3.276  0.562  0.000
C  -2.353  2.557  -2.947  0.000
C  -0.069  -0.018  7.008  0.016
H  -0.371  -4.901  2.358  0.000
C  4.805  -2.393  -3.183  0.000
N  -1.576  2.410  -1.700  0.000
C  -2.514  -2.706  3.776  0.000
H  2.489  -2.863  0.677  0.000
C  3.632  -2.303  -2.451  0.003
C  -1.329  1.707  3.886  0.002
H  -1.610  0.572  -6.114  0.000
H  -2.469  1.468  2.203  0.000
C  -2.097  -1.580  3.080  0.001
H  -3.730  0.843  -3.011  0.000
C  1.859  0.400  -1.503  0.012
C  6.029  -2.809  -1.163  0.000
H  -3.026  2.729  -7.791  0.000
H  6.928  -2.696  -3.108  0.000
C  1.374  -0.592  5.200  0.015
H  -1.407  2.345  -5.916  0.000
C  0.660  0.224  4.293  -0.001
H  -1.711  1.264  6.514  0.000
H  -2.106  2.211  4.467  0.001
C  -1.902  -3.920  3.521  0.000
H  -1.707  3.039  -3.672  0.000
C  -2.877  1.263  -3.539  0.000
H  -3.720  -0.228  2.813  0.000
O  0.710  5.112  -1.355  0.000
H  -2.385  -0.403  -1.617  0.000
C  -2.068  1.549  -6.262  0.000
H  3.966  -0.329  1.727  0.000
H  -1.683  1.736  -8.381  0.000
C  -0.528  -2.810  1.933  0.000
C  3.617  0.235  0.865  0.010
C  6.010  -2.635  -2.539  0.003
C  -0.120  2.834  -0.080  0.002
H  -2.209  -4.809  4.054  0.000
C  -2.530  1.763  -7.699  0.000
C  -0.628  3.318  -1.246  0.001
H  -3.573  0.529  -0.707  0.000
I  2.978  -1.689  4.425  0.002
H  1.640  -1.303  7.205  0.000
N  -1.924  0.873  2.813  0.062
C  -1.626  1.429  -0.771  0.000
O  -4.092  2.901  -5.214  0.000
O  -0.843  4.939  -2.849  0.000
H  -3.237  0.985  -7.981  0.000
C  -2.748  -0.231  3.313  0.005
H  4.781  -2.278  -4.259  0.000
H  3.509  1.277  1.157  0.000
H  0.265  -2.794  1.199  0.001
H  -3.301  -2.627  4.515  0.000
H  -0.713  2.469  3.397  0.000
H  4.876  -2.852  0.643  0.000
C  3.644  -2.435  -1.062  0.003
H  -3.175  3.250  -2.775  0.000
N  -1.128  -1.638  2.170  -0.001
C  -0.831  0.751  6.145  -0.003
N  -0.215  4.535  -1.889  0.000
I  -0.604  -0.194  9.029  0.004
H  -2.276  -0.342  0.138  0.000
H  1.008  0.034  -2.079  0.000
N  -0.758  1.676  0.215  0.026
O  1.057  0.353  3.052  0.086
H  1.784  1.481  -1.396  0.000
H  -2.935  -0.120  4.383  0.001
S  -3.531  1.580  -5.214  0.000

Results
Lowest unoccupied orbital energy (alpha / beta) = -3.34 / -4.23 eV
HOMO energy (alpha / beta) = -10.09 / -10.08 eV
Energy relative to the best compared isomer or geometry (same formula, charge and spin) = 0.000 eV
Spin multiplicity = 2
Net charge = +1
Electronic energy = -6684.90148 Eh


# 3
Computed, not measured: a molecular structure, C30H37BBaN15O4, with ωB97M-V with the def2-TZVPD basis set.

Last column: Löwdin spin population.
Cartesian coordinates (Å):
C  2.034  1.658  4.425  -0.001
N  1.516  3.555  -6.102  0.000
N  -0.388  -2.216  3.052  0.000
C  -1.028  -3.309  3.538  0.000
H  3.694  4.802  -1.780  0.000
C  0.588  -0.966  -3.850  0.000
H  -0.021  2.318  4.192  0.005
H  -3.930  2.341  -0.308  0.000
H  -4.328  -1.763  -2.229  0.000
Ba  -0.555  0.262  0.008  0.003
C  2.726  -3.106  1.664  0.000
H  0.335  -1.983  -3.570  0.000
C  2.521  3.150  -2.525  0.000
C  2.185  0.340  4.397  0.000
H  -5.364  0.283  -0.765  0.000
H  0.742  1.029  -6.563  0.000
C  -4.381  0.232  -0.278  0.000
C  1.351  1.095  -3.220  0.000
H  -2.735  2.368  1.689  0.000
C  -2.164  1.287  -2.980  0.000
N  0.434  0.659  3.031  0.009
C  2.026  -2.784  6.642  0.000
H  3.950  3.780  0.480  0.000
H  -3.056  -4.079  3.173  0.000
H  2.798  1.618  0.942  0.000
H  2.891  -0.331  4.862  0.000
O  1.097  2.870  2.527  0.308
C  -4.106  1.549  0.422  0.000
H  3.700  -3.628  -0.233  0.000
H  -1.920  -1.655  -3.036  0.000
C  3.202  -2.923  5.876  0.000
H  -2.198  2.906  -1.716  0.000
C  -2.333  -2.220  2.168  0.000
N  -1.541  2.179  -1.981  0.000
H  -0.541  -3.984  4.221  0.000
H  -5.003  1.835  0.978  0.000
H  -3.128  0.851  2.081  0.000
C  -3.478  -1.594  -1.556  0.000
H  -1.319  -2.895  -0.443  0.000
H  2.751  4.638  -4.113  0.000
C  3.239  3.850  -1.539  0.000
N  -1.133  -2.219  -1.179  0.001
H  0.013  -2.256  5.865  0.000
C  2.727  2.079  -0.038  0.001
N  -1.187  -1.551  2.180  0.000
C  0.509  -0.588  -5.194  0.000
C  3.374  3.294  -0.294  0.000
H  -2.486  -3.228  -2.502  0.000
C  2.433  -1.796  -0.073  0.000
N  1.172  -0.202  3.519  -0.001
H  -2.394  1.811  -3.913  0.000
C  1.061  -2.467  5.728  0.000
H  2.460  -1.301  -1.033  0.000
O  2.352  4.335  -6.489  0.000
N  -2.918  1.455  1.289  0.000
H  -3.151  -1.868  1.559  0.000
C  2.366  3.661  -3.854  0.000
H  4.195  -3.178  6.211  0.000
C  0.827  1.951  3.603  0.006
N  2.013  1.421  -0.929  0.001
H  -3.710  -2.124  -0.629  0.000
C  1.733  2.925  -4.783  0.000
H  1.909  -2.904  7.704  0.000
H  -4.164  1.478  -2.277  0.000
N  1.932  -2.059  1.995  0.000
N  2.977  -2.708  4.595  0.000
N  -3.335  -0.159  -1.243  0.000
H  -1.442  0.508  -3.226  0.000
H  -3.895  0.078  -3.276  0.000
H  0.207  -1.307  -5.943  0.000
N  0.963  -0.156  -2.881  0.000
C  -2.233  -2.221  -2.157  0.000
C  1.954  1.916  -2.183  0.000
C  -2.287  -3.349  2.995  0.000
C  3.063  -2.978  0.340  0.000
N  1.647  -2.446  4.491  0.000
B  1.083  -1.875  3.229  0.000
C  0.816  0.701  -5.537  0.000
O  0.115  2.891  1.669  0.668
H  -4.461  -0.548  0.482  0.000
C  -3.453  0.670  -2.467  0.000
N  1.744  -1.246  0.921  0.000
H  3.008  -3.838  2.399  0.000
H  -0.261  -2.521  -1.602  0.000
O  0.486  3.265  -6.679  0.000
C  1.264  1.585  -4.536  0.000
H  2.611  2.382  4.978  0.000
H  -0.763  2.670  -2.413  0.000

Results
Lowest unoccupied orbital energy (alpha / beta) = -7.03 / -7.28 eV
HOMO energy (alpha / beta) = -14.03 / -14.03 eV
Energy relative to the best compared isomer or geometry (same formula, charge and spin) = 0.139 eV
Spin multiplicity = 2
Net charge = +2
Electronic energy = -2337.52858 Eh